Density functional theory data (ωB97M-V with the def2-TZVPD basis set) for a cluster of 2 separate species, C3H11N2O in total.

Cartesian coordinates (Å):
C -1.956 -1.507 -0.085
C -1.351 -0.220 0.256
O -0.156 -0.150 0.132
N -2.048 0.921 0.768
H -2.868 -1.449 -0.640
H -2.088 -2.046 0.858
H -1.455 1.625 1.106
H -3.012 0.880 0.699
H -1.393 -2.068 -0.918
C 2.670 1.150 -0.272
N 2.240 -0.246 -0.611
H 1.497 -0.173 -1.290
H 3.008 -0.746 -1.064
H 1.851 -0.740 0.230
H 1.746 1.769 0.149
H 3.050 1.725 -1.269
H 3.383 1.170 0.578

As for the gap between HOMO and LUMO: 10.764 eV. For the LUMO energy, the calculation gives -3.18 eV. The net charge is +1. For the energy, the calculation gives -305.40564 Eh. The calculation puts the highest occupied orbital energy at -13.9 eV.

***

Density functional theory data (ωB97M-V with the def2-TZVPD basis set) for a cluster of 2 separate species, C3H11N2O in total.

Cartesian coordinates (Å):
C 0.671 1.412 -0.178
C 0.581 -0.492 1.299
C 0.993 -0.717 -1.125
N -2.642 -0.258 -0.073
N 0.409 -0.033 -0.098
O -1.603 -0.323 -0.789
H 0.414 2.071 -1.035
H 0.414 1.876 0.805
H 1.742 1.603 -0.117
H -0.338 -0.384 1.941
H 0.938 -1.522 1.511
H 1.389 0.107 1.751
H 0.704 -0.120 -1.992
H 2.048 -0.853 -1.078
H 0.510 -1.739 -1.174
H -3.281 0.524 0.050
H -2.949 -1.151 0.301

As for the gap between HOMO and LUMO (alpha / beta): 10.166 / 7.649 eV. For the LUMO energy (alpha / beta), the calculation gives -2.74 / -6.95 eV. The net charge is +1. Its multiplicity is 3. For the energy, the calculation gives -305.20738 Eh. The calculation puts the highest occupied orbital energy (alpha / beta) at -12.9 / -14.6 eV.

***

Density functional theory data (ωB97M-V with the def2-TZVPD basis set) for a cluster of 2 separate species, C3H11N2O2 in total.

Cartesian coordinates (Å):
C 1.657 -0.180 0.452
N 1.070 1.152 0.101
C 1.460 1.572 -1.288
H 1.298 -0.512 1.428
H 1.345 -0.878 -0.325
H 2.744 -0.120 0.467
H 1.432 1.851 0.753
H 0.040 1.043 0.155
H 2.543 1.618 -1.351
H 0.981 2.520 -1.522
H 1.057 0.827 -1.972
N -1.765 -1.877 0.061
C -2.250 -0.643 0.408
O -3.363 -0.625 1.106
O -1.708 0.426 0.074
H -1.998 -2.653 0.685
H -0.845 -1.981 -0.368
H -3.698 -1.539 1.135

As for the gap between HOMO and LUMO (alpha / beta): 13.706 / 7.146 eV. For the LUMO energy (alpha / beta), the calculation gives -8.14 / -14.57 eV. The net charge is +2. Its multiplicity is 2. For the energy, the calculation gives -380.15460 Eh. The calculation puts the highest occupied orbital energy (alpha / beta) at -21.8 / -21.7 eV.

***

Density functional theory data (ωB97M-V with the def2-TZVPD basis set) for a cluster of 4 separate species, C3H11N2O3 in total.

Cartesian coordinates (Å):
N -3.507 -2.027 3.788
C -3.722 1.081 2.669
C -4.604 0.495 1.630
O -4.029 -0.431 0.753
C -2.300 0.838 2.703
N -1.575 1.590 3.589
O -1.707 -0.004 2.005
H -3.449 -2.180 4.798
H -3.011 -1.219 3.402
H -3.290 -2.878 3.295
H -4.109 1.787 3.407
H -5.466 -0.012 2.089
H -5.056 1.298 1.006
H -3.055 -0.425 0.849
H -0.584 1.564 3.442
H -1.920 2.506 3.816
H 16.508 -0.176 -13.955
H 17.470 -1.200 -14.250
O 17.405 -0.605 -15.033

As for the gap between HOMO and LUMO: 3.441 eV. For the LUMO energy, the calculation gives -8.60 eV. The net charge is +1. For the energy, the calculation gives -455.65313 Eh. The calculation puts the highest occupied orbital energy at -12.0 eV.

***

Density functional theory data (ωB97M-V with the def2-TZVPD basis set) for a structure of composition C3H11N2OPS.

Cartesian coordinates (Å):
C 1.531 -2.159 -1.509
C -1.624 2.042 0.139
C 0.296 1.274 1.573
N 1.479 -0.963 -0.725
N -0.751 0.937 0.603
O -0.773 -1.607 0.981
P -0.711 -0.522 -0.169
S -1.937 -1.012 -1.564
H 0.736 -2.047 -2.354
H 2.567 -2.214 -1.994
H 1.367 -3.004 -0.880
H -2.042 2.520 0.987
H -1.013 2.823 -0.363
H -2.414 1.717 -0.476
H -0.038 1.332 2.715
H 1.121 0.506 1.604
H 0.648 2.248 1.399
H 1.431 -0.289 -1.487
H 0.125 -1.581 1.519

As for the gap between HOMO and LUMO: 9.104 eV. For the LUMO energy, the calculation gives 0.58 eV. For the energy, the calculation gives -1045.16519 Eh. The calculation puts the highest occupied orbital energy at -8.5 eV.

***

Density functional theory data (ωB97M-V with the def2-TZVPD basis set) for a cluster of 2 separate species, C3H11N2OS in total.

Cartesian coordinates (Å):
C 0.718 -0.793 -1.088
C -0.708 -0.865 -1.647
S -0.952 0.240 -3.066
N 0.774 -1.715 0.062
H 1.440 -1.065 -1.864
H 0.906 0.237 -0.771
H -0.924 -1.896 -1.924
H -1.339 -0.543 -0.815
H -0.222 -0.421 -3.963
H 1.722 -1.799 0.370
H 0.265 -1.235 0.826
N -0.018 2.243 1.610
C -0.155 0.864 2.148
O -1.020 0.141 1.402
H -0.849 2.329 1.030
H -0.036 2.975 2.311
H 0.876 0.413 2.157
H -0.479 0.891 3.221

As for the gap between HOMO and LUMO: 6.259 eV. For the LUMO energy, the calculation gives 3.24 eV. The net charge is -1. For the energy, the calculation gives -703.83563 Eh. The calculation puts the highest occupied orbital energy at -3.0 eV.

***

Density functional theory data (ωB97M-V with the def2-TZVPD basis set) for an isolated molecule of C3H11N2PS.

Cartesian coordinates (Å):
C 0.819 0.541 1.272
C 0.490 0.020 -0.142
C 0.107 1.191 -1.135
N -0.586 -1.190 -0.018
N -0.541 -1.824 -1.310
P -2.051 -1.079 0.737
S -2.982 0.798 0.148
H -0.062 0.907 1.861
H 1.390 -0.221 1.742
H 1.615 1.367 1.232
H 1.317 -0.625 -0.539
H -0.743 1.747 -0.873
H -0.090 0.866 -2.167
H 1.140 1.693 -1.142
H -0.778 -2.734 -1.282
H -1.235 -1.462 -1.953
H -1.738 -0.707 2.146
H -3.911 0.196 -0.542

As for the gap between HOMO and LUMO: 9.676 eV. For the LUMO energy, the calculation gives 0.80 eV. For the energy, the calculation gives -969.88583 Eh. The calculation puts the highest occupied orbital energy at -8.9 eV.

***

Density functional theory data (ωB97M-V with the def2-TZVPD basis set) for the ion C3H11N2S with charge +1.

Cartesian coordinates (Å):
N 1.818 -0.882 0.627
C 0.542 -0.254 0.938
C -0.018 0.397 -0.329
N 0.338 -0.426 -1.546
C -1.582 0.409 -0.212
S -2.314 1.855 0.583
H 2.189 -1.625 1.200
H 2.546 -0.167 0.637
H -0.088 -1.053 1.316
H 0.627 0.415 1.802
H 0.270 1.440 -0.439
H 1.184 -0.971 -1.287
H -0.437 -1.007 -1.852
H 0.679 0.267 -2.212
H -2.068 0.338 -1.197
H -1.857 -0.591 0.169
H -1.829 1.857 1.801

As for the gap between HOMO and LUMO: 9.675 eV. For the LUMO energy, the calculation gives -3.41 eV. The net charge is +1. For the energy, the calculation gives -628.33809 Eh. The calculation puts the highest occupied orbital energy at -13.1 eV.

***

Strongest force on any atom per entry: 5.677, 5.392, 3.324, 7.161, 3.815, 0.951, 4.210, 2.652 eV/Å
Energy relative to the best compared isomer or geometry (same formula, charge and spin) per entry: 29.6, 0.0, 30.7, 188.7, 41.1, 30.4, 59.8, 24.5 kcal/mol